{"formula": "C11H33Cl2HgO14P3", "method": "wB97M-V/def2-TZVPD", "symbols": ["Hg", "Cl", "Cl", "P", "P", "P", "O", "O", "O", "O", "O", "O", "O", "O", "O", "O", "O", "O", "O", "O", "C", "C", "C", "C", "C", "C", "C", "C", "C", "C", "C", "H", "H", "H", "H", "H", "H", "H", "H", "H", "H", "H", "H", "H", "H", "H", "H", "H", "H", "H", "H", "H", "H", "H", "H", "H", "H", "H", "H", "H", "H", "H", "H", "H"], "coordinates": [[0.41337, 0.04481, -1.35695], [2.92668, 0.90171, -1.72629], [-0.79123, -0.42835, -3.61698], [1.58387, 0.28332, 2.26213], [-0.70455, 3.69774, -1.53212], [0.90722, -3.50126, -0.36873], [2.20530, -3.89252, 0.42206], [3.18503, 0.30176, 2.38527], [1.13596, 1.66269, 2.88958], [-4.72563, -0.29128, 0.08151], [1.04684, 0.05116, 0.92239], [-2.24129, 3.92303, -1.17155], [1.17017, -0.74286, 3.40135], [-0.28115, 2.28690, -1.47800], [-0.50813, 4.33810, -2.98221], [0.85215, -4.63313, -1.50133], [-0.26694, -3.84167, 0.65412], [-1.74158, -0.01991, -0.21458], [0.84535, -2.12941, -0.89062], [0.03686, 4.67259, -0.54165], [-3.84684, -1.12989, -0.66252], [3.48434, -3.99561, -0.23576], [-3.19088, 2.92276, -1.56245], [0.79158, 4.18703, -3.58023], [3.80289, 0.64887, 3.61530], [-2.50407, -1.20202, 0.03169], [-0.11919, -1.33973, 3.39817], [1.36325, 2.86401, 2.12631], [-0.29179, -4.69672, -2.38803], [-0.07170, 6.09123, -0.71991], [-0.38802, -5.13673, 1.21563], [4.49413, -0.15900, 3.85232], [0.59592, 3.90330, -4.61147], [0.02591, -2.41727, 3.52892], [4.19534, -4.61342, 0.30666], [0.40471, 3.37011, 2.10757], [-3.90638, 3.30376, -2.28996], [3.08874, 0.76423, 4.43406], [-4.24551, -2.14537, -0.77282], [1.69075, 2.66961, 1.10384], [-1.08624, -5.79507, 0.70615], [-5.64301, -0.43337, -0.15630], [-3.75594, -0.73739, -1.67908], [-0.75176, -0.95759, 4.19643], [0.87698, 6.54474, -1.00631], [1.39315, 5.09772, -3.61313], [3.33538, -4.34381, -1.25446], [-1.98091, 0.58987, 0.49394], [0.58118, -5.63820, 1.30737], [-0.61813, -5.73416, -2.38500], [2.14421, 3.45671, 2.59966], [-0.00806, -4.41586, -3.39764], [-2.68732, 2.08305, -2.04616], [-0.76480, 6.40664, -1.49934], [-1.06342, -4.03396, -2.00110], [3.91597, -2.99154, -0.21786], [-0.60350, -1.28897, 2.41856], [-1.95527, -2.03563, -0.39692], [-0.64906, -5.03415, 2.27181], [-2.71553, -1.35827, 1.09239], [4.34499, 1.59483, 3.57291], [-0.40145, 6.47313, 0.24378], [-3.73186, 2.55103, -0.69536], [1.40291, 3.42764, -3.08906]], "e_above_lowest_kj_mol": 0.00, "spin_multiplicity": 1, "total_energy_ha": -3590.44731}

***

{"formula": "C53H80NO18S3", "method": "wB97M-V/def2-TZVPD", "symbols": ["S", "S", "S", "O", "O", "O", "O", "O", "O", "O", "O", "O", "O", "O", "O", "O", "O", "O", "O", "O", "O", "N", "C", "C", "C", "C", "C", "C", "C", "C", "C", "C", "C", "C", "C", "C", "C", "C", "C", "C", "C", "C", "C", "C", "C", "C", "C", "C", "C", "C", "C", "C", "C", "C", "C", "C", "C", "C", "C", "C", "C", "C", "C", "C", "C", "C", "C", "C", "C", "C", "C", "C", "C", "C", "C", "H", "H", "H", "H", "H", "H", "H", "H", "H", "H", "H", "H", "H", "H", "H", "H", "H", "H", "H", "H", "H", "H", "H", "H", "H", "H", "H", "H", "H", "H", "H", "H", "H", "H", "H", "H", "H", "H", "H", "H", "H", "H", "H", "H", "H", "H", "H", "H", "H", "H", "H", "H", "H", "H", "H", "H", "H", "H", "H", "H", "H", "H", "H", "H", "H", "H", "H", "H", "H", "H", "H", "H", "H", "H", "H", "H", "H", "H", "H", "H"], "coordinates": [[3.74393, -2.66644, 1.45034], [-0.62296, 4.60361, 3.56258], [-1.08448, 2.04079, -4.17143], [-0.04303, -3.24705, -4.06611], [4.53326, 1.00855, -3.35604], [4.44750, 4.37084, -0.85133], [-0.95129, -0.68555, 1.89168], [3.48751, 5.79673, 1.52540], [6.04808, 2.67947, -3.22037], [-4.65848, -0.29082, 1.02756], [-0.07662, 3.85319, 4.81621], [2.82948, -1.61313, 2.04501], [-4.84596, 4.23472, 4.18032], [2.77120, 0.42108, 0.94062], [2.34865, -4.10841, 3.80871], [-4.32334, 2.89186, 2.43896], [2.07036, 1.66966, 3.23752], [1.37050, -1.91983, -5.26164], [1.34356, -2.11058, 3.15709], [-5.46795, 0.99268, -0.51416], [-1.69421, 2.67058, -5.37150], [-0.21492, -0.49487, 0.66255], [2.78884, 3.85064, 2.34674], [-3.54396, 1.76754, 2.15617], [5.47822, -2.11345, 1.18590], [-3.09316, -2.98598, 3.17449], [-3.75531, 0.92543, 3.29609], [1.50471, -3.35563, 3.06123], [2.38334, -3.12640, -3.44507], [0.35719, 1.11336, -1.18678], [0.77422, -1.28782, -1.54816], [-4.87333, -1.35904, -1.05597], [-1.93195, 1.18761, -0.39504], [-2.26382, -5.27490, 1.64307], [2.99550, 1.61864, 1.03045], [-1.42207, -2.31970, -0.65201], [-3.87857, -1.47217, 1.22558], [-1.13376, 4.14009, -1.97082], [3.72817, 3.80718, 0.08050], [3.24530, 0.68364, -3.09331], [-0.29861, 4.50662, -3.01063], [2.58232, 2.04674, -2.96105], [1.04568, -5.63964, 2.72008], [3.34871, 4.52053, 1.29598], [3.36265, -3.03927, -0.36926], [2.55947, 2.36163, 2.36019], [1.09882, -2.74202, -4.24285], [-3.11439, -5.38761, 2.67003], [-0.18308, 0.57395, -4.89065], [2.70441, -1.48971, -4.99232], [1.06706, 4.63672, -2.84723], [-1.13951, 3.27285, 2.46002], [-0.08663, -1.68147, -0.26908], [-0.07250, 2.06219, 1.00805], [3.58379, 2.39624, -0.03264], [1.61917, 4.25880, -1.57842], [-5.05171, -0.11099, -0.22365], [0.35949, -0.00994, -2.17218], [0.78677, 3.97592, -0.44474], [-4.06930, -2.24727, -0.10783], [3.06488, -1.81646, -3.56375], [1.97500, -5.42995, 3.96937], [-1.83631, -3.95481, 1.32308], [-2.42923, 1.08990, -3.39741], [-2.31198, -2.81582, 2.02843], [0.74679, -2.81135, 0.39554], [0.61301, -4.27461, 2.35218], [-4.40539, 3.12732, 3.76625], [3.63198, 3.06340, -2.72177], [-3.96743, 1.83595, 4.46047], [-3.51262, -4.28907, 3.38246], [-0.57794, 3.85126, -0.75606], [-0.41711, 0.85235, 0.08396], [-2.32126, 5.27649, 3.99505], [4.88507, 2.30625, -3.19089], [0.37190, -3.09897, 1.37780], [0.70723, -2.06519, -2.30927], [-3.38967, -2.10444, 3.72346], [-2.20945, 4.05382, -2.01394], [-2.36013, 6.36556, 4.01705], [-3.14215, -2.71830, -0.43437], [5.94211, -1.80451, 2.12264], [5.63459, -1.31225, 0.46359], [-1.80811, 3.65169, 1.68702], [-1.91239, -6.12864, 1.08268], [-0.01095, 2.01334, -1.67934], [2.62410, -3.83643, -0.45402], [-3.55045, -6.30504, 3.03689], [-2.85646, -1.16087, 1.44124], [3.49039, 3.94488, -3.34710], [-1.13637, -3.73879, 0.52948], [-2.30861, 0.41842, -1.06928], [-4.77198, 1.52136, 5.12518], [4.15043, -1.90696, -3.52537], [1.82623, -2.68852, 0.48393], [1.53613, -6.30531, 2.00984], [-2.17294, 2.19017, -0.74842], [2.40840, 4.39981, 3.19531], [1.39150, 1.29691, -0.89591], [-4.12996, -2.05245, 2.11338], [-1.31031, -3.37893, -0.88366], [0.94436, 2.45311, 0.97215], [3.75116, 3.31116, -1.66701], [0.05738, -0.23605, -4.20206], [-1.34943, 3.66183, -0.02440], [4.26783, -3.39447, -0.86180], [-0.71057, 4.73822, -3.98174], [2.94351, -2.12536, -0.79019], [2.68305, 4.24708, -1.39289], [2.64244, -1.14234, -2.81863], [-4.17022, -4.45920, 4.22210], [-4.46514, 0.11264, 3.14237], [-0.42179, -4.19799, 2.68603], [-2.48377, 1.93495, 1.96626], [0.23663, -6.20196, 3.18630], [3.15404, 0.17458, -2.13382], [-2.96511, 0.59199, -4.20551], [0.52575, -4.00538, 1.29957], [-3.14713, 2.10331, 5.12661], [3.95019, 1.81484, -0.86578], [0.70182, -3.76696, -0.12685], [-1.98542, -1.80633, 1.82675], [-3.82608, 1.31042, 1.20773], [-5.82441, -1.80883, -1.34098], [-1.52025, 2.45514, 3.07197], [2.83648, -3.86007, -4.11176], [0.90587, 0.43070, -3.00610], [1.83741, -1.30589, -1.30853], [-2.81517, 0.39267, 3.43902], [-3.18965, 5.01418, 3.39073], [-2.05516, 0.35387, -2.68577], [1.45123, -5.49847, 4.92282], [2.32935, -3.71716, -2.53064], [1.07016, 3.88583, 0.59351], [1.81275, 2.09822, -3.73125], [-4.13117, -1.15221, -1.82702], [-0.69233, 0.24431, -5.79625], [-0.29287, 1.70104, 2.01259], [-3.20561, 1.62233, -2.84799], [-0.61420, -0.11114, -2.65153], [5.98967, -3.02995, 0.89169], [2.88869, -6.00675, 4.11270], [-0.68477, 2.96285, 0.96285], [-0.25734, 2.85773, 1.97260], [-4.67176, -3.11345, 0.16581], [0.84287, 0.78156, -5.19466], [2.79522, -0.42569, -5.21076], [-2.17296, -2.35369, 0.13736], [1.80763, 4.97743, -3.55566], [-1.94689, -1.97137, -1.54158], [-2.57136, 1.02534, 0.47267], [-2.72686, 4.86353, 4.91867], [3.29024, -2.00226, -5.75534], [2.67446, 0.01520, -3.73784], [1.88374, 2.13531, -2.12904]], "charge": -3, "spin_multiplicity": 1, "total_energy_ha": -4669.75682}

***

{"formula": "C5H13PS", "method": "wB97M-V/def2-TZVPD", "symbols": ["S", "P", "C", "C", "C", "C", "C", "H", "H", "H", "H", "H", "H", "H", "H", "H", "H", "H", "H", "H"], "coordinates": [[0.58130, -1.77883, 0.92760], [-2.52867, -0.68265, -0.30910], [0.25631, -1.00973, -1.76722], [1.77584, 0.36678, -0.28554], [-0.73902, 0.44698, 0.02256], [-0.72076, 1.05998, 1.43948], [0.44044, -0.43158, -0.31285], [1.73477, 0.90598, 0.66266], [-0.80431, -1.21235, -1.73251], [0.55004, -0.13594, -2.36436], [-0.89474, 1.41345, -0.65189], [-3.06123, 0.12063, -1.37545], [0.07797, 1.84216, 1.46971], [-0.46152, 0.25312, 2.11770], [-0.72769, -1.98288, 1.25858], [2.59624, -0.34817, -0.44238], [0.79205, -1.82394, -2.06643], [-3.17362, -0.08268, 0.89745], [-1.73381, 1.58594, 1.64855], [1.76361, 1.23440, -1.09416]], "e_above_lowest_kj_mol": 296.42, "spin_multiplicity": 1, "total_energy_ha": -937.76380, "smiles": "C[C@H](P)C(C)(C)S"}

***

{"formula": "C26H27N8O4OsS", "method": "wB97M-V/def2-TZVPD", "symbols": ["Os", "S", "O", "O", "O", "O", "N", "N", "N", "N", "N", "N", "N", "N", "C", "C", "C", "C", "C", "C", "C", "C", "C", "C", "C", "C", "C", "C", "C", "C", "C", "C", "C", "C", "C", "C", "C", "C", "C", "C", "H", "H", "H", "H", "H", "H", "H", "H", "H", "H", "H", "H", "H", "H", "H", "H", "H", "H", "H", "H", "H", "H", "H", "H", "H", "H", "H"], "coordinates": [[0.97207, -1.42920, -0.73523], [-2.63156, 1.03022, -0.97366], [-0.48073, -1.27148, 0.52507], [2.72186, 2.08025, 2.58500], [0.59528, 0.51868, 0.05974], [1.39376, -2.97952, 2.99997], [1.48363, -5.33409, -2.16097], [2.73203, 0.01375, 1.69074], [2.26410, -5.33777, -1.05366], [2.28808, -2.06734, 0.57221], [-2.67860, 3.41561, -2.17263], [-4.22659, 3.10487, -0.48884], [1.28976, -3.36032, -1.37253], [4.60008, -3.06138, 1.90136], [2.80396, -1.41336, 1.78372], [2.54098, 0.25076, 4.09443], [2.11748, -1.07434, 4.21792], [0.91021, -4.15790, -2.36394], [2.02925, -0.82940, 6.60004], [3.71933, -3.90882, 1.24222], [2.68919, 0.88075, 2.75082], [2.71340, 1.03121, 5.22783], [-0.33528, 0.01821, 0.72604], [-3.21168, 2.59640, -1.21853], [0.28789, 0.16562, -4.63606], [1.84263, -1.61008, 5.47291], [2.73315, -3.41556, 0.48658], [1.97992, -1.93511, 3.02120], [-1.06004, -1.59636, -2.94638], [-3.55231, 4.16434, -3.07174], [0.77646, -0.07965, -3.36199], [0.12305, -0.97717, -2.49806], [-1.56479, -1.31271, -4.20062], [-4.37333, 4.53528, -0.24365], [-5.00547, 2.24154, 0.38486], [-0.88636, -0.44697, -5.05544], [2.46978, 0.48443, 6.47736], [-1.39621, 3.08045, -2.76709], [4.23212, -1.86700, 2.07887], [2.11889, -4.11969, -0.60120], [-1.50198, 2.33914, -3.56638], [-0.96606, 0.56481, 1.42140], [-1.27982, -0.24562, -6.04311], [2.69774, 0.43899, 0.77811], [-5.22534, 1.30303, -0.11551], [2.60969, 1.08853, 7.36391], [4.94860, -1.12471, 2.42389], [-4.56878, 4.18712, -2.69569], [-0.96672, 3.99352, -3.18113], [1.50718, -2.63559, 5.54647], [-3.50155, 5.06818, -0.61181], [-5.93679, 2.75115, 0.62646], [-5.26985, 4.94117, -0.71611], [-3.19427, 5.18713, -3.19772], [0.80682, 0.85335, -5.29129], [1.67105, 0.44049, -3.03649], [-4.46701, 2.01919, 1.30923], [-3.56396, 3.67846, -4.05205], [3.93000, -4.96849, 1.27043], [1.83251, -1.24307, 7.57999], [1.41488, -6.16568, -2.72641], [-0.72874, 2.67501, -2.01276], [-2.49478, -1.76642, -4.51891], [-1.60645, -2.26511, -2.28997], [3.02034, 2.06150, 5.10959], [0.25959, -3.90059, -3.18300], [-4.45169, 4.69731, 0.83218]], "e_above_lowest_kj_mol": 375.81, "charge": 1, "spin_multiplicity": 1, "total_energy_ha": -2234.55767}